Entry 1:
The following is a quantum chemistry calculation of a molecular structure, C16H13N5O4PdS, from OMol25.

Geometry as XYZ:
```
40
Properties=species:S:1:pos:R:3:forces:R:3:mulliken_spin:R:1
Pd 2.811573 0.136110 0.379243 0.3073 0.2940 -0.0817 1.49
N -3.633402 0.872430 -3.147612 -0.0574 -0.0252 -0.0387 0.00
C -2.458621 1.253672 -2.531370 0.0618 0.0339 0.0526 0.00
C -2.464933 2.243287 -1.539866 0.0354 -0.0492 -0.0234 0.00
C -1.298000 2.607201 -0.901476 -0.0179 0.0568 -0.0255 0.00
C -0.101516 1.970413 -1.223679 -0.1009 0.0167 0.1101 0.00
C -0.082503 0.994495 -2.211291 0.0710 -0.0752 -0.0218 0.00
C -1.248930 0.635303 -2.859655 0.0117 0.0154 0.0482 0.00
S 1.402222 2.475716 -0.461865 0.1281 0.0517 -0.2842 0.00
O 1.413044 3.902535 -0.417983 0.0580 -0.0686 0.0339 0.02
O 2.469042 1.777554 -1.219191 0.0091 0.0575 0.0486 0.09
N 1.625706 1.761777 0.960321 -0.4417 -0.3041 0.1486 0.12
C 0.632580 1.503917 1.887488 0.2489 0.0525 -0.0319 -0.01
N 0.884375 0.414576 2.627451 -0.0843 -0.0783 0.0996 0.02
C -0.024810 0.088108 3.532574 -0.0909 0.2057 -0.0426 0.00
C -1.183253 0.831496 3.713817 -0.0292 0.0526 -0.0344 0.01
C -1.331769 1.943870 2.901107 0.0655 -0.0991 0.0425 0.00
N -0.432613 2.297821 1.985674 0.0127 -0.0912 0.0661 0.01
H -4.392256 1.531968 -3.110378 -0.0071 0.0021 0.0050 0.00
H -3.542864 0.419848 -4.041796 -0.0024 -0.0090 0.0037 0.00
H -3.395312 2.733581 -1.281661 -0.0116 0.0199 -0.0118 0.00
H -1.304161 3.390022 -0.157767 0.0220 -0.0004 0.0009 0.00
H 0.855975 0.531567 -2.486240 0.0029 0.0030 0.0110 0.00
H -1.220919 -0.122798 -3.632518 -0.0192 0.0006 -0.0199 0.00
H 0.181516 -0.795022 4.126674 -0.0013 -0.0093 0.0126 0.00
H -1.927936 0.560735 4.446815 0.0040 0.0066 0.0142 0.00
H -2.204069 2.582949 2.983670 -0.0117 0.0027 -0.0007 0.00
O 4.546882 -3.534656 0.819199 -0.0343 0.0114 -0.0425 0.03
C 3.860256 -2.554700 0.625717 -0.0725 -0.0910 0.0164 0.01
O 4.231447 -1.319759 0.731929 -0.1078 -0.0195 -0.0887 0.11
C 2.386947 -2.763270 0.252242 0.1752 0.1103 0.0475 0.00
C 1.818834 -4.024494 0.198953 0.0877 0.0133 0.0156 0.00
C 0.465106 -4.134204 -0.066337 0.0190 0.0317 0.0043 -0.01
C -0.282809 -2.979152 -0.253228 0.0173 0.0506 -0.0058 0.01
C 0.355709 -1.754575 -0.186538 -0.0114 -0.0374 -0.0212 0.00
N 1.666222 -1.660610 0.039157 -0.1969 -0.0652 0.0404 0.10
H 2.461446 -4.874017 0.382753 -0.0283 -0.0128 -0.0113 0.00
H -0.006958 -5.106350 -0.112342 -0.0111 -0.0113 -0.0048 0.00
H -1.345746 -3.012997 -0.444472 -0.0123 -0.0285 0.0038 0.00
H -0.185501 -0.824349 -0.307519 0.0128 -0.0137 -0.0348 0.01
```
Forces are in eV/Å.

As for the molecular weight: 477.80 g mol⁻¹. The multiplicity is 3. The energy comes out at -1718.312809 Ha. As for the energy relative to the best compared isomer or geometry (same formula, charge and spin): 33.5 kJ/mol. Its HOMO energy (spin up / spin down) is -0.3212 / -0.3243 hartree.

***

Entry 2:
The following is a quantum chemistry calculation of 2 unconnected molecules or ions with the total composition C2H8S3 at a distorted geometry, from OMol25.

Geometry as XYZ:
```
13
Properties=species:S:1:pos:R:3:forces:R:3:mulliken_spin:R:1
C -1.259630 -1.395673 1.017744 -0.9570 -0.4709 -0.1007 0.00
S -0.198558 -0.744282 2.319002 0.0379 0.1609 -0.3099 0.02
H -1.540458 -2.406754 1.295095 0.1172 -0.1512 0.0895 0.00
H -0.801675 -1.467876 0.047456 0.5992 -0.0919 -0.3435 0.00
H -2.206485 -0.887715 0.828711 0.1408 0.4197 0.4464 0.00
H 0.516165 0.043289 1.504546 0.0658 0.1298 0.2154 0.00
C 0.379954 1.745593 -0.907999 -1.1747 0.1650 0.8985 -0.01
S 2.033185 1.150518 -0.646660 0.1538 -0.1801 -1.0135 0.62
S 2.058652 -0.577725 -1.709001 0.3691 0.3123 0.8227 0.29
H -0.269583 1.325831 -0.128507 0.0024 -0.2608 -0.1159 0.03
H 0.306186 2.818464 -0.704179 0.5901 0.0009 -0.1690 0.01
H -0.041328 1.519354 -1.884122 0.3620 -0.1049 -0.0819 0.01
H 1.023575 -1.123024 -1.032086 -0.3068 0.0714 -0.3380 0.02
```
Forces are in eV/Å.

As for the molecular weight: 128.29 g mol⁻¹. The multiplicity is 2. Its total charge is +1. The energy comes out at -1275.208794 Ha. As for the energy relative to the best compared isomer or geometry (same formula, charge and spin): 38.6 kJ/mol. Its HOMO energy (spin up / spin down) is -0.4688 / -0.4662 hartree.

***

Entry 3:
The following is a quantum chemistry calculation of C6H5NO4 in the gas phase at a distorted geometry, from OMol25.

Geometry as XYZ:
```
16
Properties=species:S:1:pos:R:3:forces:R:3:mulliken_charge:R:1
O -2.670065 -1.491858 0.010193 2.5523 2.2173 -0.8287 -0.61
N -2.170840 -0.276930 -0.100870 -6.2268 1.7747 3.3978 0.74
O -2.989472 0.671051 0.188098 2.1916 -2.6222 -1.6636 -0.53
C -0.837770 0.066075 -0.169244 -1.9414 0.8640 0.0622 0.43
C -0.544870 1.459807 -0.065838 -2.4445 -0.3801 -0.8030 -0.53
C 0.662600 1.875408 -0.079308 9.3517 -0.4524 -1.0804 -0.38
C 1.635871 0.749257 0.102114 1.4860 6.1052 0.7999 -0.56
C 1.297526 -0.504950 -0.029861 5.6475 -3.5764 0.4927 0.35
O 2.364338 -1.431638 0.055803 0.8727 5.1180 -0.2822 -0.54
C 0.048056 -0.980894 -0.145414 -1.7327 1.5801 -0.3447 0.49
O -0.327220 -2.202403 -0.070984 -0.4908 -1.0867 0.3358 -0.61
H -1.093176 2.334197 -0.007333 -3.1237 0.5252 -0.3565 0.42
H 1.304004 2.870434 -0.460456 -2.8090 -2.1861 1.8269 0.26
H 2.641820 1.150632 0.528133 -1.4515 -1.5732 -1.3519 0.31
H 2.033737 -2.253918 0.123789 -1.8772 -4.6791 0.3951 0.29
H -1.354534 -2.034267 0.121173 -0.0044 -1.6285 -0.5994 0.48
```
Forces are in eV/Å.

As for the molecular weight: 155.11 g mol⁻¹. Its SMILES is O=[N+]([O-])c1cccc(O)c1O. The energy comes out at -587.138102 Ha. As for the energy relative to the best compared isomer or geometry (same formula, charge and spin): 521.0 kJ/mol. Its HOMO energy is -0.3574 hartree.